1.
# C5H14BrN3

The ion C5H14BrN3 with charge +2 (the ωB97M-V functional and the def2-TZVPD basis, the OMol25 dataset).

CARTESIAN COORDINATES (ANGSTROEM)
1 C 2.22 0.87 0.41
2 C 0.70 0.81 0.25
3 C 0.26 1.63 -0.97
4 C 0.24 -0.65 0.08
5 N 0.51 -1.47 1.29
6 C -1.37 -0.67 -0.37
7 N -1.72 -1.31 -1.44
8 N -2.21 -0.09 0.46
9 Br -4.13 0.04 0.22
10 H 2.53 1.90 0.42
11 H 2.71 0.39 -0.44
12 H 2.57 0.42 1.33
13 H 0.24 1.24 1.15
14 H 0.76 1.27 -1.86
15 H 0.54 2.67 -0.83
16 H -0.81 1.60 -1.12
17 H 0.78 -1.09 -0.76
18 H 1.51 -1.33 1.51
19 H 0.34 -2.47 1.14
20 H -0.03 -1.17 2.12
21 H -1.08 -1.79 -2.06
22 H -2.70 -1.30 -1.74
23 H -1.87 0.49 1.22

Properties
Total energy (a.u.): -2936.54314
Molar mass (g/mol): 196.09
Net charge: +2
SMILES: CC(C)[C@@H]([NH3+])/C(N)=[NH+]/Br

=====

2.
# C5H14ClN2

A cluster of 2 separate species, C5H14ClN2 in total (the ωB97M-V functional and the def2-TZVPD basis, the OMol25 dataset).

CARTESIAN COORDINATES (ANGSTROEM)
1 C 2.30 0.08 0.63
2 C 1.14 0.45 -1.44
3 C 0.38 1.53 0.56
4 C 0.08 -0.84 0.28
5 C -2.59 -0.54 -0.37
6 N -3.09 -1.61 0.27
7 N 0.97 0.29 0.01
8 Cl -3.03 1.00 0.18
9 H 2.74 -0.83 0.24
10 H 2.96 0.92 0.42
11 H 2.19 -0.01 1.71
12 H 0.17 0.62 -1.91
13 H 1.80 1.29 -1.66
14 H 1.57 -0.46 -1.86
15 H -0.58 1.71 0.09
16 H 0.23 1.42 1.63
17 H 1.04 2.38 0.38
18 H -0.04 -1.00 1.35
19 H 0.35 -1.72 -0.26
20 H -2.29 -0.65 -1.40
21 H -3.42 -1.50 1.22
22 H -2.87 -2.54 -0.05

Properties
Total energy (a.u.): -768.25958
Molar mass (g/mol): 137.63
Net charge: +1

=====

3.
# C5H14N

A cluster of 2 separate species, C5H14N in total (the ωB97M-V functional and the def2-TZVPD basis, the OMol25 dataset).

CARTESIAN COORDINATES (ANGSTROEM)
1 C 1.94 1.17 -0.84
2 N 2.82 0.24 -0.54
3 H 0.87 0.92 -0.72
4 H 2.26 2.13 -1.19
5 H 3.79 0.46 -0.73
6 H 2.52 -0.62 -0.06
7 C -0.80 -0.57 2.32
8 C -1.18 0.00 -1.65
9 C -1.60 -0.54 -0.25
10 C -0.52 -0.19 0.82
11 H -1.63 0.06 2.66
12 H 0.09 -0.36 2.87
13 H -1.02 -1.67 2.35
14 H -1.89 -0.27 -2.42
15 H -0.17 -0.35 -1.97
16 H -1.13 1.12 -1.62
17 H -1.77 -1.63 -0.27
18 H -2.60 -0.13 0.00
19 H 0.40 -0.67 0.45
20 H -0.37 0.90 0.80

Properties
Total energy (a.u.): -253.35679
Molar mass (g/mol): 88.17
Net charge: +1

=====

4.
# C5H14N

The ion C5H14N with charge +1 (the ωB97M-V functional and the def2-TZVPD basis, the OMol25 dataset).

CARTESIAN COORDINATES (ANGSTROEM)
1 C 1.22 -1.84 0.32
2 C 1.11 -0.45 -0.31
3 C 1.79 0.63 0.53
4 C -0.34 -0.14 -0.72
5 C -1.10 0.72 0.26
6 N -2.49 1.01 -0.29
7 H 1.43 -2.58 -0.45
8 H 2.05 -1.89 1.02
9 H 0.28 -2.14 0.80
10 H 1.65 -0.49 -1.26
11 H 2.86 0.56 0.41
12 H 1.58 0.55 1.61
13 H 1.51 1.64 0.25
14 H -0.89 -1.08 -0.85
15 H -0.40 0.33 -1.71
16 H -1.25 0.26 1.23
17 H -0.61 1.68 0.43
18 H -3.04 1.55 0.38
19 H -2.96 0.13 -0.52
20 H -2.42 1.56 -1.14

Properties
Total energy (a.u.): -253.40836
Molar mass (g/mol): 88.17
Net charge: +1
SMILES: CC(C)CC[NH3+]

=====

5.
# C5H14N

A cluster of 2 separate species, C5H14N in total (the ωB97M-V functional and the def2-TZVPD basis, the OMol25 dataset).

CARTESIAN COORDINATES (ANGSTROEM)
1 C -1.58 1.04 -1.62
2 N -1.98 0.05 -0.94
3 H -2.19 1.39 -2.44
4 H -0.64 1.53 -1.35
5 H -1.40 -0.36 -0.19
6 H -2.85 -0.42 -1.19
7 C -0.08 -1.45 1.84
8 C 1.75 0.94 -0.65
9 C 1.03 0.49 0.61
10 C 0.84 -1.02 0.70
11 H 0.14 -0.94 2.78
12 H -0.02 -2.52 2.01
13 H -1.14 -1.23 1.64
14 H 1.69 2.01 -0.82
15 H 1.34 0.45 -1.54
16 H 2.81 0.68 -0.65
17 H 0.07 1.02 0.73
18 H 1.57 0.82 1.50
19 H 0.45 -1.43 -0.24
20 H 1.81 -1.48 0.83

Properties
Total energy (a.u.): -253.37326
Molar mass (g/mol): 88.17
Net charge: +1

=====

6.
# C5H14N2

The ion C5H14N2 with charge -1 (the ωB97M-V functional and the def2-TZVPD basis, the OMol25 dataset).

CARTESIAN COORDINATES (ANGSTROEM)
1 C -2.48 -0.60 0.77
2 C -1.29 -1.36 0.38
3 N -0.84 -0.74 -0.91
4 C 0.59 -0.87 -1.12
5 C 1.26 0.40 -0.89
6 N 1.24 0.78 0.69
7 C 1.63 2.15 0.79
8 H -2.85 -0.89 1.72
9 H -3.37 -0.47 0.03
10 H -2.27 0.46 0.76
11 H -1.68 -2.50 0.26
12 H -0.34 -1.33 1.06
13 H -1.45 -1.29 -1.61
14 H 0.83 -1.38 -2.08
15 H 0.92 -1.63 -0.37
16 H 2.31 0.48 -1.25
17 H 0.67 1.18 -1.46
18 H 1.78 0.09 1.11
19 H 2.59 2.17 0.12
20 H 0.96 2.84 0.23
21 H 1.79 2.51 1.78

Properties
Total energy (a.u.): -308.26721
Molar mass (g/mol): 102.18
Net charge: -1
<S²>: 0.751
Spin multiplicity: 2

=====

7.
# C5H14N2

The ion C5H14N2 with charge -1 (the ωB97M-V functional and the def2-TZVPD basis, the OMol25 dataset).

CARTESIAN COORDINATES (ANGSTROEM)
1 C -0.04 0.55 -0.27
2 C -1.49 0.12 -0.33
3 C -1.83 -0.95 0.71
4 C -2.37 1.36 -0.15
5 N 0.84 -0.52 -0.74
6 C 2.23 -0.26 -0.44
7 N 2.54 -0.30 0.99
8 H 0.08 1.37 -0.99
9 H 0.30 0.97 0.69
10 H -1.62 -0.24 -1.35
11 H -1.14 -0.95 1.57
12 H -2.81 -0.79 1.14
13 H -1.84 -1.95 0.28
14 H -2.13 1.88 0.77
15 H -3.44 1.10 -0.10
16 H -2.25 2.08 -0.97
17 H 0.57 -1.39 -0.31
18 H 2.43 0.72 -0.85
19 H 2.84 -1.02 -0.94
20 H 2.64 0.63 1.40
21 H 3.42 -0.77 1.18

Properties
Total energy (a.u.): -308.34931
Molar mass (g/mol): 102.18
Net charge: -1
<S²>: 0.750
Spin multiplicity: 2

=====

8.
# C5H14N2

A cluster of 2 separate species, C5H14N2 in total (the ωB97M-V functional and the def2-TZVPD basis, the OMol25 dataset).

CARTESIAN COORDINATES (ANGSTROEM)
1 C -0.32 -0.80 1.58
2 C 0.46 1.51 0.80
3 C -1.96 0.83 0.39
4 C 0.65 -1.73 -1.27
5 C -0.56 0.50 0.83
6 N 1.23 0.50 -1.72
7 N 0.28 -0.44 -1.77
8 H -0.24 -0.69 2.66
9 H -1.20 -1.53 1.26
10 H 0.66 -1.18 1.34
11 H 1.14 1.19 1.53
12 H 0.07 2.50 0.95
13 H 1.02 1.36 -0.16
14 H -2.07 1.65 -0.29
15 H -2.44 -0.09 0.01
16 H -2.57 1.21 1.18
17 H 1.00 -2.51 -1.97
18 H 1.57 -1.61 -0.61
19 H -0.09 -2.01 -0.64
20 H 1.12 1.16 -2.46
21 H 2.28 0.19 -1.64

Properties
Total energy (a.u.): -308.23277
Molar mass (g/mol): 102.18

=====

9.
# C5H14N2

The molecule C5H14N2 (the ωB97M-V functional and the def2-TZVPD basis, the OMol25 dataset).

CARTESIAN COORDINATES (ANGSTROEM)
1 C 2.50 -1.47 0.94
2 C 1.63 -0.20 0.54
3 N 0.08 -0.75 0.29
4 C -0.73 -0.06 -0.66
5 C -2.11 -0.81 -0.56
6 C -1.16 1.44 -0.16
7 N -0.14 2.38 0.04
8 H 2.59 -2.12 -0.06
9 H 2.07 -1.88 1.89
10 H 3.51 -1.17 0.89
11 H 1.57 0.66 1.16
12 H 2.06 0.15 -0.38
13 H 0.29 -1.75 0.59
14 H -0.57 0.04 -1.71
15 H -2.76 -0.56 -1.48
16 H -1.97 -1.97 -0.63
17 H -2.79 -0.55 0.36
18 H -1.98 1.61 -1.05
19 H -1.91 1.27 0.71
20 H 0.37 2.45 -0.86
21 H -0.53 3.29 0.14

Properties
Total energy (a.u.): -308.29169
Molar mass (g/mol): 102.18
SMILES: CCN[C@@H](C)CN

=====

10.
# C5H14N2

The molecule C5H14N2 (the ωB97M-V functional and the def2-TZVPD basis, the OMol25 dataset).

CARTESIAN COORDINATES (ANGSTROEM)
1 C 0.99 -0.17 1.44
2 C -0.35 0.52 1.14
3 N -0.25 1.89 1.75
4 C -0.73 0.74 -0.33
5 N -0.42 -0.27 -1.29
6 C -0.73 -1.65 -0.96
7 C 0.78 -0.18 -2.07
8 H 1.03 -1.14 0.96
9 H 1.81 0.50 1.19
10 H 1.04 -0.26 2.50
11 H -1.12 0.02 1.71
12 H -1.16 2.29 1.95
13 H 0.27 1.79 2.61
14 H -1.81 0.84 -0.33
15 H -0.23 1.63 -0.71
16 H -1.56 -1.69 -0.26
17 H -1.04 -2.19 -1.86
18 H 0.12 -2.21 -0.56
19 H 0.93 0.81 -2.49
20 H 0.73 -0.88 -2.91
21 H 1.70 -0.42 -1.51

Properties
Total energy (a.u.): -308.37869
Molar mass (g/mol): 102.18
SMILES: C[C@@H](N)CN(C)C

=====

11.
# C5H14N2

The molecule C5H14N2 (the ωB97M-V functional and the def2-TZVPD basis, the OMol25 dataset).

CARTESIAN COORDINATES (ANGSTROEM)
1 C 1.68 2.78 -1.00
2 C 0.95 1.60 -1.67
3 N 0.10 0.95 -0.68
4 C 0.16 -0.52 -0.55
5 C -0.92 -1.28 0.09
6 N -0.60 -2.10 1.25
7 C -1.74 -2.16 2.22
8 H 2.44 3.02 -1.76
9 H 1.06 3.75 -0.90
10 H 2.21 2.56 -0.18
11 H 0.37 2.02 -2.58
12 H 1.64 0.96 -2.05
13 H 0.31 1.16 0.33
14 H 0.41 -1.03 -1.46
15 H 1.05 -0.80 0.11
16 H -1.46 -1.93 -0.66
17 H -1.74 -0.54 0.35
18 H 0.17 -1.78 1.91
19 H -2.62 -2.69 1.71
20 H -2.10 -1.23 2.46
21 H -1.33 -2.73 3.04

Properties
Total energy (a.u.): -308.32235
Molar mass (g/mol): 102.18
SMILES: CCNCCNC

=====

12.
# C5H14N2

The molecule C5H14N2 (the ωB97M-V functional and the def2-TZVPD basis, the OMol25 dataset).

CARTESIAN COORDINATES (ANGSTROEM)
1 C -1.15 -2.07 -2.43
2 C -1.60 -0.84 -1.61
3 N -0.45 -0.22 -0.95
4 C -0.79 0.31 0.38
5 C 0.36 1.31 0.84
6 N 0.97 0.72 2.05
7 C 2.28 1.36 2.29
8 H -1.88 -2.77 -2.81
9 H -0.53 -1.80 -3.27
10 H -0.42 -2.68 -1.84
11 H -2.01 -0.15 -2.36
12 H -2.43 -1.10 -0.92
13 H 0.41 -0.74 -0.87
14 H -1.62 1.00 0.14
15 H -1.06 -0.42 1.14
16 H -0.11 2.22 1.18
17 H 1.09 1.46 0.05
18 H 1.19 -0.27 2.01
19 H 2.05 2.38 2.57
20 H 2.83 1.39 1.32
21 H 2.86 0.91 3.10

Properties
Total energy (a.u.): -308.36316
Molar mass (g/mol): 102.18
SMILES: CCNCCNC

=====

13.
# C5H14N2

A cluster of 2 separate species, C5H14N2 in total (the ωB97M-V functional and the def2-TZVPD basis, the OMol25 dataset).

CARTESIAN COORDINATES (ANGSTROEM)
1 C 0.66 1.59 1.32
2 N -0.29 2.16 0.65
3 N -0.01 2.83 -0.48
4 H 0.47 1.36 2.35
5 H 1.68 1.53 0.95
6 H -0.82 2.96 -1.06
7 H 0.85 2.59 -0.98
8 C -0.61 -1.24 1.38
9 C -0.99 -1.67 -0.04
10 C -0.45 -0.67 -1.05
11 C 1.05 -0.82 -1.25
12 H -0.09 -2.01 1.93
13 H -1.49 -0.93 1.94
14 H 0.04 -0.29 1.36
15 H -2.08 -1.72 -0.14
16 H -0.60 -2.66 -0.26
17 H -0.96 -0.79 -2.01
18 H -0.68 0.36 -0.70
19 H 1.58 -0.81 -0.30
20 H 1.28 -1.76 -1.75
21 H 1.45 0.00 -1.86

Properties
Total energy (a.u.): -308.34080
Molar mass (g/mol): 102.18
SMILES: C=NN.CCCC

=====

14.
# C5H14N2

The molecule C5H14N2 (the ωB97M-V functional and the def2-TZVPD basis, the OMol25 dataset).

CARTESIAN COORDINATES (ANGSTROEM)
1 C 1.85 -1.16 0.23
2 C 0.93 -0.13 -0.37
3 C 1.83 0.94 -1.12
4 N 0.04 0.62 0.51
5 C -1.02 -0.17 1.17
6 C -2.12 -0.33 0.09
7 N -2.85 0.90 -0.16
8 H 1.28 -1.82 0.92
9 H 2.24 -1.83 -0.54
10 H 2.57 -0.70 0.92
11 H 0.37 -0.50 -1.24
12 H 1.22 1.78 -1.48
13 H 2.60 1.15 -0.37
14 H 2.28 0.47 -2.00
15 H 0.62 1.03 1.23
16 H -0.64 -1.11 1.62
17 H -1.47 0.32 2.03
18 H -2.80 -1.15 0.37
19 H -1.66 -0.90 -0.73
20 H -2.22 1.67 0.08
21 H -3.06 0.93 -1.15

Properties
Total energy (a.u.): -308.37966
Molar mass (g/mol): 102.18
SMILES: CC(C)NCCN

=====

15.
# C5H14N2

The molecule C5H14N2 (the ωB97M-V functional and the def2-TZVPD basis, the OMol25 dataset).

CARTESIAN COORDINATES (ANGSTROEM)
1 C -1.22 -1.68 1.96
2 C 0.05 -1.83 1.10
3 N 0.23 -0.44 0.56
4 C 1.40 0.30 0.01
5 C 0.84 1.66 -0.45
6 C -0.43 1.65 -1.28
7 N -0.69 0.45 -2.05
8 H -2.02 -1.41 1.29
9 H -1.44 -2.64 2.42
10 H -0.88 -1.02 2.77
11 H 0.98 -1.99 1.66
12 H 0.08 -2.49 0.24
13 H -0.08 0.24 1.24
14 H 2.14 0.40 0.82
15 H 1.84 -0.26 -0.81
16 H 0.78 2.30 0.44
17 H 1.65 2.11 -1.07
18 H -1.29 1.83 -0.59
19 H -0.39 2.50 -1.96
20 H -0.77 -0.36 -1.46
21 H -1.56 0.51 -2.57

Properties
Total energy (a.u.): -308.36511
Molar mass (g/mol): 102.18
SMILES: CCNCCCN

=====

16.
# C5H14N2

The molecule C5H14N2 (the ωB97M-V functional and the def2-TZVPD basis, the OMol25 dataset).

CARTESIAN COORDINATES (ANGSTROEM)
1 C -2.41 -0.35 -0.35
2 N -1.58 -0.54 0.83
3 C -0.07 -0.90 0.50
4 C 0.73 0.34 0.09
5 C 0.59 0.71 -1.38
6 C 2.27 -0.22 0.38
7 N 0.49 1.49 0.93
8 H -3.47 -0.39 -0.07
9 H -2.23 0.63 -0.79
10 H -2.25 -1.13 -1.11
11 H -1.95 -1.33 1.36
12 H -0.06 -1.66 -0.28
13 H 0.29 -1.32 1.44
14 H 0.77 -0.17 -2.02
15 H -0.40 1.10 -1.62
16 H 1.32 1.47 -1.67
17 H 2.60 -0.85 -0.46
18 H 2.44 -0.76 1.31
19 H 2.96 0.63 0.41
20 H 0.29 1.21 1.88
21 H -0.32 2.02 0.60

Properties
Total energy (a.u.): -308.38580
Molar mass (g/mol): 102.18
SMILES: CNCC(C)(C)N

=====

17.
# C5H14N2

A structure of composition C5H14N2 (the ωB97M-V functional and the def2-TZVPD basis, the OMol25 dataset).

CARTESIAN COORDINATES (ANGSTROEM)
1 C 3.34 -1.24 0.01
2 N 0.11 -0.06 -1.12
3 C -0.37 0.85 -0.29
4 C -1.39 0.49 0.80
5 C -2.07 -0.91 0.59
6 N -2.52 -1.28 -0.75
7 C 0.22 2.25 -0.36
8 H 3.24 -0.87 -1.01
9 H 2.67 -2.08 0.18
10 H 3.01 -0.47 0.71
11 H 4.36 -1.56 0.18
12 H 0.67 -0.06 -0.12
13 H -0.98 0.43 1.83
14 H -2.25 1.16 0.67
15 H -1.34 -1.67 0.96
16 H -2.99 -0.99 1.25
17 H -1.67 -1.06 -1.29
18 H -3.26 -0.70 -1.11
19 H -0.46 2.97 -0.82
20 H 1.14 2.18 -0.94
21 H 0.53 2.62 0.65

Properties
Total energy (a.u.): -308.27271
Molar mass (g/mol): 102.18

=====

18.
# C5H14N2O

A structure of composition C5H14N2O (the ωB97M-V functional and the def2-TZVPD basis, the OMol25 dataset).

CARTESIAN COORDINATES (ANGSTROEM)
1 C 0.03 -1.37 1.83
2 C -0.65 -0.40 0.76
3 C 0.14 -0.60 -0.59
4 C 1.40 0.20 -0.49
5 C 2.59 -0.38 -0.33
6 N 1.32 1.63 -0.67
7 N -2.20 -0.17 0.26
8 H 0.27 -2.31 1.36
9 H -0.77 -1.51 2.57
10 H 0.84 -0.89 2.40
11 H -0.40 0.61 1.13
12 H -0.49 -0.21 -1.39
13 H 0.33 -1.62 -0.91
14 H 3.53 0.15 -0.33
15 H 2.68 -1.46 -0.31
16 H 0.86 1.67 -1.58
17 H 0.59 2.01 -0.07
18 H -1.63 -1.22 0.43
19 H -2.83 -0.11 1.07
20 H -2.14 2.55 -2.22
21 H -1.96 1.45 -1.13
22 O -1.49 1.98 -1.81

Properties
Total energy (a.u.): -383.47390
Molar mass (g/mol): 118.18
Net charge: -1
<S²>: 0.751
Spin multiplicity: 2

=====

19.
# C5H14N2O

A cluster of 2 separate species, C5H14N2O in total (the ωB97M-V functional and the def2-TZVPD basis, the OMol25 dataset).

CARTESIAN COORDINATES (ANGSTROEM)
1 H 0.01 -1.87 1.91
2 N 0.01 -1.07 1.28
3 C 1.14 -0.82 0.74
4 N 2.24 -1.62 0.72
5 C 1.18 0.39 -0.16
6 C 0.84 1.66 0.61
7 O 2.40 0.49 -0.88
8 H 2.90 -1.47 -0.04
9 H 2.17 -2.56 1.08
10 H 0.34 0.20 -0.91
11 H 0.74 2.50 -0.08
12 H -0.08 1.51 1.15
13 H 1.64 1.89 1.32
14 H 3.03 0.96 -0.33
15 C -2.69 0.61 -0.60
16 C -1.93 -0.64 -1.03
17 H -3.16 0.46 0.37
18 H -3.47 0.87 -1.32
19 H -2.01 1.46 -0.52
20 H -1.20 -0.99 -0.15
21 H -1.49 -0.50 -2.02
22 H -2.62 -1.48 -1.14

Properties
Total energy (a.u.): -383.63681
Molar mass (g/mol): 118.18
SMILES: [H]/N=C(\N)[C@@H](C)O.CC

=====

20.
# C5H14N2O

A cluster of 2 separate species, C5H14N2O in total (the ωB97M-V functional and the def2-TZVPD basis, the OMol25 dataset).

CARTESIAN COORDINATES (ANGSTROEM)
1 C -1.56 0.00 0.15
2 N -1.12 1.32 -0.45
3 C -0.64 2.01 0.70
4 N 1.42 2.09 0.67
5 C -1.14 -1.16 -0.81
6 C -0.26 -2.18 -0.09
7 C 1.11 -1.59 0.31
8 O 1.62 -0.74 -0.75
9 H -1.06 -0.20 1.10
10 H -2.64 0.00 0.31
11 H -0.11 1.26 -0.57
12 H -0.46 1.60 1.72
13 H -0.47 3.06 0.54
14 H 1.20 2.76 1.38
15 H 2.33 2.02 0.27
16 H -0.57 -0.68 -1.60
17 H -2.06 -1.49 -1.30
18 H -0.76 -2.32 0.88
19 H -0.12 -3.16 -0.55
20 H 1.86 -2.37 0.28
21 H 1.01 -1.03 1.27
22 H 1.77 0.13 -0.32

Properties
Total energy (a.u.): -383.45631
Molar mass (g/mol): 118.18